(1)
{"formula": "C60H96BrN14O4PSi2", "method": "ωB97M-V/def2-TZVPD", "elements": ["C", "O", "C", "C", "C", "C", "C", "C", "C", "C", "C", "C", "Si", "Br", "C", "C", "C", "C", "N", "C", "C", "C", "C", "O", "Si", "C", "C", "C", "C", "N", "C", "N", "N", "P", "N", "O", "O", "H", "H", "H", "H", "H", "H", "H", "H", "H", "H", "H", "H", "H", "H", "H", "H", "H", "H", "H", "H", "H", "H", "H", "H", "H", "H", "H", "H", "H", "H", "H", "H", "H", "H", "H", "H", "H", "H", "H", "H", "H", "H", "H", "H", "H", "H", "H", "H", "H", "H", "H", "N", "C", "C", "C", "C", "H", "H", "H", "H", "H", "N", "C", "C", "C", "C", "H", "H", "H", "H", "H", "N", "C", "C", "C", "C", "H", "H", "H", "H", "H", "N", "C", "C", "C", "C", "H", "H", "H", "H", "H", "N", "C", "C", "C", "C", "H", "H", "H", "H", "H", "N", "C", "C", "C", "C", "H", "H", "H", "H", "H", "N", "C", "C", "C", "C", "H", "H", "H", "H", "H", "N", "C", "C", "C", "C", "H", "H", "H", "H", "H", "N", "C", "C", "C", "C", "H", "H", "H", "H", "H"], "positions_angstrom": [[-0.39667, 5.89164, 3.51748], [-0.97079, 5.38627, 4.69890], [-1.71426, 4.20120, 4.46136], [-1.91346, 3.44011, 5.76569], [-1.47053, 1.98114, 5.74217], [-0.03957, 1.78968, 5.26223], [0.47628, 0.34733, 5.46389], [0.91195, -0.26722, 4.13469], [1.84171, -1.47469, 4.29508], [2.95334, -1.58782, 3.23827], [2.54932, -1.23964, 1.80594], [1.80391, -2.40837, 1.11037], [0.00272, -2.13065, 0.74201], [-0.60632, -3.44675, -0.99127], [-0.50859, -0.37405, 0.36045], [0.38035, 0.46830, -0.60822], [1.32798, -0.28838, -1.52911], [1.86558, 0.63544, -2.66415], [1.91033, 2.03475, -2.32196], [1.01773, 2.99150, -2.72163], [1.38515, 4.21933, -2.20931], [2.57869, 3.99720, -1.46071], [2.86820, 2.65135, -1.56016], [-0.82148, -2.73028, 2.05697], [-2.29782, -2.12163, 2.49382], [-3.67149, -2.34057, 1.23983], [-4.89623, -1.46998, 1.64789], [-5.47228, -0.69408, 0.46604], [-4.83347, 0.65577, 0.16605], [-5.46605, 1.74408, 0.90857], [-4.92232, 2.08579, 2.17428], [-5.70269, 2.51697, 3.06467], [-3.52186, 1.97410, 2.40677], [-2.85891, -3.19301, 4.39665], [-1.71331, -3.11839, 5.44734], [-4.25324, -2.59117, 4.93956], [-3.29091, -4.68639, 4.05467], [0.04354, 6.85322, 3.74957], [-1.15324, 6.03721, 2.74637], [0.38743, 5.23516, 3.14034], [-2.68816, 4.47548, 4.04877], [-1.22807, 3.60982, 3.68877], [-1.36713, 3.95498, 6.55044], [-2.96317, 3.50445, 6.02342], [-2.10794, 1.42976, 5.05566], [-1.56547, 1.57561, 6.74575], [0.63170, 2.52162, 5.70410], [-0.03159, 1.99692, 4.19557], [-0.34996, -0.20000, 5.91032], [1.28942, 0.35909, 6.18160], [1.44805, 0.49698, 3.58256], [0.02077, -0.56364, 3.58514], [1.28750, -2.40687, 4.35184], [2.32191, -1.37553, 5.26514], [3.26408, -2.62825, 3.21280], [3.80961, -1.00341, 3.55779], [3.44991, -1.02430, 1.23867], [1.95509, -0.33237, 1.75500], [2.27856, -2.62098, 0.15669], [1.86001, -3.32527, 1.69131], [-0.60249, 0.19365, 1.28233], [-1.50427, -0.42605, -0.07476], [-0.29344, 1.03067, -1.24013], [0.96393, 1.15334, -0.00758], [2.20685, -0.63478, -1.00161], [0.83379, -1.10806, -2.03411], [1.25437, 0.52151, -3.55168], [2.87053, 0.33195, -2.93152], [0.16639, 2.78832, -3.34541], [0.84798, 5.13226, -2.35961], [3.13505, 4.75276, -0.94355], [3.71257, 2.14571, -1.12927], [-2.12348, -0.69549, 2.84396], [-3.97785, -3.37939, 1.28337], [-3.38883, -2.09961, 0.22094], [-4.62941, -0.77029, 2.43853], [-5.66615, -2.11876, 2.04437], [-6.52639, -0.50131, 0.63820], [-5.41523, -1.28955, -0.44100], [-3.75140, 0.58650, 0.30513], [-4.98107, 0.86515, -0.88699], [-5.44701, 2.59439, 0.35870], [-5.14285, 2.80549, 3.86163], [-2.97441, 1.96759, 1.55824], [-3.32985, 1.14503, 2.94820], [-0.91817, -2.61704, 5.06619], [-4.11434, -1.68042, 5.22054], [-3.55337, -5.16431, 4.85154], [2.58866, -6.77872, -4.65816], [1.47285, -6.41634, -3.95041], [1.79226, -5.32045, -3.19439], [3.15659, -5.01158, -3.45261], [3.61867, -5.92667, -4.35858], [2.64426, -7.55130, -5.29526], [0.55210, -6.96513, -4.04763], [1.12742, -4.79245, -2.53052], [3.73026, -4.20655, -3.02464], [4.58489, -6.04632, -4.81761], [2.91722, -3.73266, -6.93186], [4.26549, -3.52471, -6.86810], [4.56710, -2.46164, -7.67756], [3.34542, -2.01087, -8.25026], [2.34625, -2.81644, -7.76876], [2.42508, -4.45089, -6.42942], [4.88559, -4.14726, -6.24968], [5.54947, -2.04961, -7.83830], [3.21534, -1.18601, -8.93172], [1.28501, -2.81307, -7.94794], [-4.94424, 3.59915, 9.51140], [-3.91482, 3.73238, 10.40303], [-3.01396, 4.61760, 9.87401], [-3.52261, 5.03494, 8.61364], [-4.71395, 4.39033, 8.41935], [-5.74659, 3.01183, 9.63898], [-3.91332, 3.19161, 11.33357], [-2.09477, 4.93298, 10.33806], [-3.06689, 5.73055, 7.92983], [-5.41452, 4.42842, 7.60269], [4.76365, -1.32647, -11.39203], [6.11299, -1.11791, -11.32160], [6.41577, -0.05619, -12.13450], [5.19815, 0.39367, -12.71564], [4.19908, -0.41051, -12.23710], [4.26463, -2.04380, -10.89620], [6.73831, -1.74022, -10.70385], [7.39941, 0.35249, -12.29703], [5.07157, 1.21203, -13.40389], [3.13961, -0.40826, -12.42454], [1.07623, -1.59072, -15.18903], [2.42599, -1.37447, -15.11114], [2.72621, -0.30670, -15.91173], [1.50831, 0.14142, -16.49435], [0.50965, -0.66997, -16.02865], [0.57847, -2.31421, -14.70614], [3.05324, -1.99584, -14.49627], [3.70846, 0.10783, -16.06290], [1.38231, 0.96478, -17.17675], [-0.54924, -0.67132, -16.22076], [-5.41460, -6.23235, 6.85238], [-5.89379, -7.29374, 6.13064], [-6.23224, -8.28003, 7.01545], [-5.94883, -7.79349, 8.32214], [-5.44620, -6.52857, 8.18808], [-5.09354, -5.36694, 6.46415], [-5.95298, -7.25405, 5.05642], [-6.63921, -9.24298, 6.75776], [-6.09781, -8.31467, 9.25240], [-5.11005, -5.81724, 8.92212], [-2.69203, 7.76855, 5.57458], [-3.47178, 7.69756, 4.45545], [-4.10694, 8.90221, 4.30569], [-3.68875, 9.73496, 5.37886], [-2.81633, 9.00529, 6.14249], [-2.11305, 7.01903, 5.91368], [-3.50779, 6.79900, 3.86345], [-4.79296, 9.15869, 3.51606], [-3.99354, 10.75044, 5.56748], [-2.27605, 9.26053, 7.03773], [-1.69894, -1.27339, 10.30007], [-2.01260, -1.07904, 8.98146], [-1.46561, -2.10898, 8.26397], [-0.79677, -2.95912, 9.18632], [-0.95999, -2.41738, 10.43300], [-1.96767, -0.66877, 11.05281], [-2.59506, -0.22849, 8.66988], [-1.53813, -2.24419, 7.19709], [-0.25871, -3.86346, 8.95819], [-0.61573, -2.74592, 11.39836], [8.41745, 1.55542, -9.94882], [8.81316, 2.83439, -9.67456], [10.18254, 2.86088, -9.67276], [10.63025, 1.54281, -9.95979], [9.51683, 0.76264, -10.12572], [7.46480, 1.24171, -10.01503], [8.09017, 3.61357, -9.50603], [10.79520, 3.72703, -9.48828], [11.65081, 1.20778, -10.03670], [9.41411, -0.28430, -10.35494]], "lumo_energy_ev": 0.09, "homo_ha": -0.295, "spin_multiplicity": 1, "gap_ev": 8.112}

(2)
{"formula": "C60H98N4O24", "method": "ωB97M-V/def2-TZVPD", "elements": ["C", "O", "C", "C", "N", "C", "C", "O", "C", "H", "H", "H", "H", "H", "H", "H", "H", "H", "H", "H", "H", "H", "H", "H", "C", "O", "C", "C", "N", "C", "C", "O", "C", "H", "H", "H", "H", "H", "H", "H", "H", "H", "H", "H", "H", "H", "H", "H", "C", "O", "C", "C", "N", "C", "C", "O", "C", "H", "H", "H", "H", "H", "H", "H", "H", "H", "H", "H", "H", "H", "H", "H", "C", "O", "C", "C", "N", "C", "C", "O", "C", "H", "H", "H", "H", "H", "H", "H", "H", "H", "H", "H", "H", "H", "H", "H", "C", "C", "C", "C", "C", "C", "O", "O", "H", "H", "H", "H", "H", "H", "C", "C", "C", "C", "C", "C", "O", "O", "H", "H", "H", "H", "H", "H", "C", "C", "C", "C", "C", "C", "O", "O", "H", "H", "H", "H", "H", "H", "C", "C", "C", "C", "C", "C", "O", "O", "H", "H", "H", "H", "H", "H", "C", "C", "C", "C", "C", "C", "O", "O", "H", "H", "H", "H", "H", "H", "C", "C", "O", "C", "O", "O", "H", "H", "H", "H", "C", "C", "O", "C", "O", "O", "H", "H", "H", "H"], "positions_angstrom": [[-6.91805, 1.82790, 2.98203], [-5.80723, 2.39700, 2.36401], [-4.68580, 2.36384, 3.23227], [-3.46640, 2.82006, 2.44326], [-3.11506, 1.87281, 1.41789], [-2.05431, 2.18125, 0.44555], [-0.73225, 2.64531, 0.99765], [-0.83517, 3.94157, 1.58835], [0.40982, 4.47790, 1.96106], [-7.81240, 1.92927, 2.37036], [-7.15077, 2.20556, 3.99016], [-6.74430, 0.76533, 3.22051], [-4.40137, 1.38512, 3.63685], [-4.84046, 3.05104, 4.06784], [-2.59835, 2.97955, 3.08366], [-3.75875, 3.81033, 2.05327], [-3.94838, 1.60229, 0.91329], [-2.56275, 3.01648, -0.06202], [-1.85003, 1.37865, -0.25986], [0.05187, 2.70901, 0.23547], [-0.36509, 1.99129, 1.79850], [0.22604, 5.38204, 2.54521], [0.98822, 4.84104, 1.10586], [0.96416, 3.78634, 2.60119], [-1.79007, 2.05262, -3.37352], [-2.38777, 3.13376, -4.02275], [-1.68740, 4.39690, -3.83338], [-2.51486, 5.43217, -4.60264], [-3.81866, 5.73601, -3.98500], [-3.65204, 6.39042, -2.65567], [-4.11314, 7.84169, -2.66467], [-3.34929, 8.69751, -3.50718], [-2.13547, 9.11162, -2.96560], [-2.61514, 1.33647, -3.35248], [-1.41118, 2.23687, -2.35727], [-0.88535, 1.67667, -3.87611], [-0.75498, 4.15201, -4.35439], [-1.63644, 4.51962, -2.75099], [-2.66267, 5.08382, -5.62466], [-1.95730, 6.36987, -4.67549], [-4.11416, 4.79526, -3.72537], [-2.63626, 6.31004, -2.26842], [-4.39755, 5.89558, -2.02781], [-4.06185, 8.16837, -1.61808], [-5.16833, 7.91179, -2.91854], [-2.25962, 9.50205, -1.94271], [-1.85444, 10.03675, -3.47764], [-1.25563, 8.46177, -2.92887], [-1.78258, -3.84151, 1.23327], [-2.59746, -4.84066, 0.65561], [-3.20418, -4.43454, -0.56728], [-2.95512, -5.54590, -1.63700], [-1.61322, -6.08051, -1.56004], [-0.60252, -5.27274, -2.18505], [0.66658, -6.07058, -2.42229], [0.49409, -7.00472, -3.46751], [1.60749, -7.88993, -3.58054], [-1.01522, -3.52024, 0.51823], [-1.20217, -4.17479, 2.09313], [-2.36475, -2.95953, 1.51719], [-2.65030, -3.57161, -0.95662], [-4.24466, -4.13821, -0.42807], [-3.12366, -5.13253, -2.63219], [-3.70565, -6.32936, -1.50165], [-1.41768, -6.41834, -0.63249], [-0.27442, -4.41113, -1.58427], [-0.95450, -4.96195, -3.16623], [1.04482, -6.40553, -1.44204], [1.51183, -5.38899, -2.60764], [1.50964, -8.80432, -2.99344], [2.58886, -7.43593, -3.43083], [1.52146, -8.14592, -4.64008], [7.26448, -2.62072, 4.50731], [6.31545, -1.71345, 3.93257], [6.08392, -1.88653, 2.54460], [4.92950, -0.95879, 2.15915], [5.14116, 0.39300, 2.59900], [4.35583, 1.46516, 2.06147], [4.94049, 2.86943, 2.11560], [5.00640, 3.28567, 3.46268], [5.33511, 4.64872, 3.61538], [7.27817, -3.58007, 3.98669], [6.88943, -2.77065, 5.51960], [8.22872, -2.11196, 4.48316], [5.83850, -2.90820, 2.23542], [6.96670, -1.59443, 1.96326], [3.97336, -1.38311, 2.47980], [4.99292, -0.98245, 1.06200], [5.88562, 0.55851, 3.24803], [3.32729, 1.40509, 2.45038], [4.14351, 1.30206, 0.99304], [4.43734, 3.57510, 1.45254], [5.95621, 2.68751, 1.73348], [6.33963, 4.89770, 3.26057], [5.25870, 4.86531, 4.67995], [4.58371, 5.24708, 3.08728], [3.10842, -1.15202, -5.32680], [4.33705, -0.99296, -5.92770], [4.82975, 0.27154, -6.22210], [4.11103, 1.38779, -5.87577], [2.87023, 1.26422, -5.21511], [2.34791, -0.01306, -5.06253], [1.15857, -0.16946, -4.39298], [6.09584, 0.41441, -6.78081], [2.72464, -2.14198, -5.12538], [4.95282, -1.86330, -6.13126], [4.53959, 2.37169, -6.01426], [2.26383, 2.04115, -4.76925], [0.92015, -1.12305, -4.33630], [6.14977, -0.38049, -7.32763], [-1.51092, -1.39031, -0.60102], [-0.55752, -0.78895, -1.42465], [0.62868, -0.27591, -0.85048], [0.81767, -0.35088, 0.52258], [-0.11781, -0.98584, 1.29222], [-1.37019, -1.32379, 0.78226], [-2.39765, -1.84007, 1.53905], [1.52397, 0.33621, -1.66234], [-2.41168, -1.82174, -1.01685], [-0.86788, -0.63722, -2.45181], [1.72065, 0.07781, 0.94111], [-0.17480, -1.02016, 2.37720], [-2.07602, -2.45583, 2.21196], [1.16137, 0.40618, -2.56348], [4.71412, 2.24462, -2.34999], [5.84438, 2.70126, -3.04175], [6.55949, 3.71272, -2.43145], [6.13297, 4.34028, -1.25653], [4.96948, 3.90755, -0.65894], [4.20911, 2.87594, -1.18513], [3.00510, 2.54992, -0.62706], [7.72528, 4.17488, -2.99209], [4.09866, 1.50966, -2.85758], [6.12655, 2.23039, -3.97096], [6.79600, 5.07145, -0.81508], [4.52291, 4.38951, 0.20571], [2.49057, 2.05809, -1.28229], [8.19884, 4.79208, -2.43363], [-4.27862, -1.04255, 5.47601], [-3.14851, -1.54990, 4.82277], [-2.86892, -2.88083, 4.78490], [-3.66192, -3.82265, 5.43586], [-4.81804, -3.35637, 6.06599], [-5.09749, -1.99278, 6.08652], [-6.23989, -1.46307, 6.62476], [-1.76894, -3.28359, 4.00664], [-4.48340, 0.01469, 5.48397], [-2.57204, -0.70701, 4.45697], [-3.31266, -4.84597, 5.47411], [-5.50993, -4.13259, 6.36617], [-6.66114, -1.87994, 7.37853], [-1.50862, -4.12824, 4.39619], [1.79488, -2.54593, 4.05640], [1.73361, -1.43180, 4.86146], [2.67873, -1.23722, 5.90146], [3.75707, -2.07321, 5.88480], [3.90350, -3.16043, 5.05882], [2.82103, -3.48309, 4.24463], [2.85514, -4.61410, 3.45190], [2.44429, -0.16281, 6.69150], [0.95289, -2.63885, 3.38410], [0.98685, -0.66144, 4.71577], [4.57869, -1.70304, 6.49932], [4.75168, -3.82636, 5.11656], [3.72303, -4.86631, 3.13182], [3.09934, 0.05263, 7.36033], [-3.03628, -2.48093, -5.58918], [-3.20327, -2.16833, -4.12239], [-1.97333, -2.80470, -3.66552], [-1.04015, -2.60141, -4.61194], [0.14719, -2.60957, -4.47304], [-1.65482, -2.32352, -5.78283], [-3.51001, -1.82856, -6.32902], [-3.41636, -3.45950, -5.90219], [-4.08264, -2.61656, -3.66895], [-3.12231, -1.14056, -3.77091], [-4.93549, -3.54531, 0.69214], [-6.15774, -2.62723, 0.98570], [-6.58220, -2.28221, -0.32715], [-5.65806, -2.51565, -1.22253], [-5.64699, -2.16415, -2.37105], [-4.65943, -3.24724, -0.69083], [-5.28154, -4.57828, 0.74446], [-4.19850, -3.41180, 1.47635], [-5.90946, -1.86425, 1.72073], [-6.98262, -3.23090, 1.36055]], "lumo_energy_ev": 0.32, "homo_ha": -0.252, "spin_multiplicity": 1, "gap_ev": 7.190}